Record 1
Density functional theory data (ωB97M-V/def2-TZVPD) for a molecular structure, C6H17BBr3NO2P at a distorted geometry.

Values from the calculation:
Energy = -8532.00823 Eh
Total charge = +1
M = 416.70 g mol⁻¹

Each line ends with the Mulliken charge.
Cartesian coordinates (Å):
Br -1.287 0.752 5.362  -0.018
Br -4.249 0.581 4.104  -0.010
Br -2.973 -1.986 5.576  0.000
P 0.637 -0.173 -2.599  0.262
O 1.766 2.006 0.661  -0.520
O -0.457 0.810 0.348  -0.356
N 1.654 0.236 -1.193  -0.044
C -1.508 -1.427 0.772  -0.778
C -3.056 -0.044 5.508  -0.312
C -0.602 -0.185 1.421  0.097
C -0.816 1.040 -2.849  -0.880
C 1.800 0.166 -4.125  -0.964
C 2.327 -1.023 -0.608  -0.735
B 0.946 0.981 -0.077  0.375
H 2.730 1.868 0.355  0.312
H -0.663 2.109 -2.396  0.313
H -1.315 0.302 2.245  -0.005
H -0.802 -2.014 0.015  0.210
H -2.337 -0.915 0.098  0.200
H 2.357 1.186 -3.889  0.301
H 1.055 0.342 -5.038  0.323
H 0.401 -0.550 1.902  0.259
H 3.134 -0.598 0.159  0.333
H -1.952 -2.118 1.611  0.334
H 2.931 -1.584 -1.457  0.340
H -1.034 1.062 -4.023  0.360
H -3.480 0.291 6.460  0.341
H 2.460 0.830 -1.547  0.420
H -1.778 0.512 -2.381  0.252
H 1.550 -1.751 -0.099  0.274
H 2.561 -0.704 -4.315  0.314

---

Record 2
Density functional theory data (ωB97M-V/def2-TZVPD) for 2 unconnected molecules or ions with the total composition C6H17Cl2NSi2 at a distorted geometry.

Values from the calculation:
Energy relative to the best compared isomer or geometry (same formula, charge and spin) = 204.5 kJ/mol
M = 230.29 g mol⁻¹

Each line ends with the Mulliken charge.
Cartesian coordinates (Å):
Cl 4.033 -0.976 0.091  -0.320
Cl 0.962 -1.392 -1.098  -0.278
Si -1.662 -0.179 -0.269  0.234
Si 2.183 -0.126 -0.011  0.676
N -0.849 1.002 0.382  -0.416
C 1.490 0.033 1.760  -0.883
C 2.416 1.603 -0.904  -0.415
C -1.908 -1.734 0.857  -0.400
C -2.525 -0.253 -1.993  -1.098
C -3.215 -2.444 0.460  -1.050
C 3.295 2.542 -0.080  -1.123
H 2.836 2.893 0.952  0.239
H -3.748 -3.208 1.060  0.332
H 1.442 2.008 -1.125  0.332
H 1.913 -0.213 2.719  0.443
H -1.074 2.013 0.242  0.158
H -1.983 -1.459 1.896  0.345
H -2.229 0.605 -2.510  0.368
H 2.955 1.313 -1.823  0.263
H 1.204 1.101 1.958  0.262
H 3.436 3.465 -0.589  0.397
H -2.235 -1.138 -2.651  0.303
H -3.203 -2.947 -0.537  0.255
H 0.666 -0.608 1.653  0.139
H -3.952 -1.524 0.474  0.192
H 4.335 2.211 0.060  0.288
H -1.052 -2.435 0.810  0.369
H -3.532 -0.153 -1.784  0.385

---

Record 3
Density functional theory data (ωB97M-V/def2-TZVPD) for a molecular structure, C6H17CrN2O9S at a distorted geometry.

Values from the calculation:
Multiplicity = 4
Total charge = -2
Energy relative to the best compared isomer or geometry (same formula, charge and spin) = 0.0 kJ/mol
<S²> = 3.7915
M = 345.27 g mol⁻¹

Each line ends with the Mulliken charge.
Cartesian coordinates (Å):
Cr -0.045 -0.052 2.239  0.707
S -2.903 -1.689 2.083  1.080
O -0.029 1.218 0.503  -0.263
O 0.272 -1.430 0.632  -0.054
O -2.208 -3.013 2.121  -0.799
O -0.174 -1.609 3.549  -0.565
O -3.167 -1.699 3.519  -0.761
O 1.877 0.141 2.473  -0.716
O -1.911 -0.661 1.709  -0.297
O -4.078 -1.692 1.203  -0.739
O -0.613 1.402 3.372  -0.959
N 1.254 2.467 -0.888  0.293
N -0.266 -1.749 -1.564  0.402
C 0.327 -2.076 -0.403  -0.094
C -1.200 -0.689 -1.797  -0.909
C 0.237 2.278 -0.016  0.054
C 1.570 3.783 -1.446  -1.023
C -0.252 -2.735 -2.605  -1.094
C 1.988 1.372 -1.479  -0.900
H 0.909 -3.005 -0.471  0.238
H 0.755 -1.793 3.762  0.187
H 2.240 4.340 -0.787  0.330
H 2.732 0.188 2.904  0.074
H 0.605 -3.406 -2.555  0.318
H 1.824 1.268 -2.554  0.315
H -2.215 -1.062 -1.955  0.398
H -0.237 3.228 0.277  0.330
H -0.152 -2.344 -3.621  0.300
H 1.897 3.711 -2.482  0.329
H 1.723 0.430 -1.001  0.056
H -0.987 2.098 3.912  0.151
H -0.870 0.044 -2.535  0.278
H -1.215 -3.239 -2.490  0.393
H 0.698 4.440 -1.404  0.352
H 3.035 1.615 -1.287  0.440
H -1.424 -0.080 -0.919  0.149

---

Record 4
Density functional theory data (ωB97M-V/def2-TZVPD) for a molecular structure, C6H17LiN2O6 at a distorted geometry.

Values from the calculation:
Energy = -807.22893 Eh
M = 220.15 g mol⁻¹

Each line ends with the Mulliken charge.
Cartesian coordinates (Å):
O 7.713 -9.327 30.046  -0.599
O 9.470 -5.887 27.213  -0.471
O 7.573 -4.000 27.750  -0.454
O 7.948 -7.312 29.316  -0.611
O 9.587 -8.722 29.104  -0.632
O 7.460 -4.422 30.613  -0.080
N 8.435 -8.465 29.542  0.810
N 10.012 -5.196 30.511  -0.647
C 8.112 -4.136 26.428  -0.414
C 9.978 -2.781 30.145  -1.276
C 8.281 -3.943 31.638  -0.807
C 8.482 -5.554 26.261  -0.481
C 9.703 -3.895 31.127  0.539
C 6.116 -4.015 30.702  -1.017
Li 8.498 -5.427 29.078  0.825
H 6.014 -2.922 30.687  0.416
H 5.614 -4.442 31.575  0.323
H 7.374 -3.848 25.672  0.342
H 10.963 -5.245 30.153  0.193
H 8.022 -2.915 31.937  0.388
H 8.968 -3.464 26.299  0.312
H 8.144 -4.560 32.532  0.434
H 9.140 -2.596 29.476  0.121
H 10.844 -3.029 29.521  0.366
H 10.357 -3.771 32.006  0.360
H 10.315 -1.865 30.637  0.412
H 9.894 -6.722 26.993  0.263
H 7.593 -6.187 26.333  0.270
H 5.600 -4.393 29.817  0.217
H 10.015 -5.946 31.202  0.224
H 7.331 -3.103 27.987  0.241
H 8.900 -5.690 25.256  0.431

---

Record 5
Density functional theory data (ωB97M-V/def2-TZVPD) for a single C6H17N2 molecule at a distorted geometry.

Values from the calculation:
Multiplicity = 2
Energy relative to the best compared isomer or geometry (same formula, charge and spin) = 381.0 kJ/mol
<S²> = 0.7504
M = 117.22 g mol⁻¹

Each line ends with the Mulliken charge.
Cartesian coordinates (Å):
N 0.000 -1.524 0.926  -1.531
N -0.267 -1.468 -1.578  -0.230
C -0.625 -0.169 0.416  -1.633
C 0.917 -1.802 -2.550  -1.204
C -1.413 2.095 1.249  -1.705
C -0.348 0.966 1.451  0.763
C -0.098 -0.128 -1.072  -0.436
C 1.144 1.436 1.373  -1.452
H -0.653 -1.944 1.470  1.292
H -0.693 0.727 2.407  0.461
H 0.270 -2.199 0.153  0.568
H -1.377 2.810 2.036  0.443
H -1.799 -0.240 0.339  -0.369
H -2.418 1.628 1.255  0.412
H 1.722 0.859 0.649  0.393
H 0.931 -1.424 1.317  1.066
H 0.537 -2.736 -3.223  0.315
H 1.288 2.533 0.969  0.302
H 0.969 0.319 -1.255  0.323
H -0.604 0.632 -1.532  0.396
H -1.201 2.556 0.291  0.371
H -1.053 -1.379 -2.085  0.369
H 1.934 -1.844 -2.058  0.390
H 1.189 -1.056 -3.271  0.385
H 1.648 1.352 2.323  0.311

---

Record 6
Density functional theory data (ωB97M-V/def2-TZVPD) for a molecular structure, C6H17N2 at a distorted geometry.

Values from the calculation:
Multiplicity = 2
Energy relative to the best compared isomer or geometry (same formula, charge and spin) = 443.5 kJ/mol
<S²> = 0.7534
M = 117.22 g mol⁻¹

Each line ends with the Mulliken charge.
Cartesian coordinates (Å):
N -2.610 0.698 0.964  -0.612
N 2.354 0.347 1.148  -0.546
C 2.401 0.973 -0.167  -0.736
C -0.651 -0.056 -1.102  -0.590
C -1.924 -0.357 -0.241  0.414
C 1.892 0.097 -1.385  -0.642
C 0.693 -0.717 -1.006  -0.488
C -2.054 -1.699 0.449  -1.110
H -3.068 -2.060 0.322  0.302
H 2.746 -0.551 -1.622  0.361
H -1.007 -0.123 -2.132  0.374
H -1.879 -1.588 1.521  0.339
H -0.147 1.039 2.825  -0.145
H -1.321 -2.356 -0.022  0.300
H -1.595 0.321 0.845  -0.103
H -2.587 1.688 0.695  0.231
H 1.825 0.737 -2.281  0.357
H -0.437 1.024 -0.985  0.235
H 0.746 -1.747 -1.350  0.336
H 3.116 -0.318 1.231  0.252
H -2.642 -0.188 -1.033  0.354
H 1.706 1.810 -0.220  0.294
H -0.390 1.727 2.852  0.130
H 3.359 1.466 -0.392  0.412
H 1.473 -0.164 1.084  0.281

---

Record 7
Density functional theory data (ωB97M-V/def2-TZVPD) for 2 unconnected molecules or ions with the total composition C6H17N2 at a distorted geometry.

Values from the calculation:
Multiplicity = 2
Energy relative to the best compared isomer or geometry (same formula, charge and spin) = 38.1 kJ/mol
<S²> = 0.7541
M = 117.22 g mol⁻¹

Each line ends with the Mulliken charge.
Cartesian coordinates (Å):
N -0.432 4.050 -0.857  -0.616
N 0.479 -1.074 2.214  -0.385
C 0.570 0.428 0.188  -0.345
C 0.436 -0.297 -1.095  -0.649
C -0.478 -0.325 3.022  -0.901
C -0.778 -1.250 -1.279  -0.250
C -0.520 -2.363 -2.316  -1.105
C 1.302 -0.159 1.341  -0.888
H 2.104 -0.806 0.968  0.313
H 0.416 0.431 -1.910  0.400
H 0.082 3.185 -0.932  0.219
H -1.041 -1.636 -0.294  0.242
H 0.458 -2.208 -2.782  0.315
H -0.497 4.469 -1.775  0.226
H 1.350 -0.859 -1.341  0.380
H 0.053 4.694 -0.250  0.218
H 0.233 1.454 0.266  0.240
H 0.061 0.362 3.680  0.298
H -1.613 -0.653 -1.636  0.307
H -0.944 -0.994 3.715  0.358
H -1.239 -2.322 -3.126  0.297
H 1.679 0.611 2.013  0.433
H -0.462 -3.333 -1.830  0.309
H -0.035 -1.667 1.573  0.269
H -1.183 0.260 2.440  0.316

---

Record 8
Density functional theory data (ωB97M-V/def2-TZVPD) for 2 unconnected molecules or ions with the total composition C6H17N2 at a distorted geometry.

Values from the calculation:
Multiplicity = 2
Energy relative to the best compared isomer or geometry (same formula, charge and spin) = 113.6 kJ/mol
<S²> = 0.7535
M = 117.22 g mol⁻¹

Each line ends with the Mulliken charge.
Cartesian coordinates (Å):
N 2.585 -1.925 1.125  -0.801
N -2.464 1.045 -0.865  -0.378
C 2.917 -0.728 -0.982  -1.357
C 1.310 0.159 0.743  -1.221
C -2.399 1.280 1.609  -1.217
C 1.878 -1.092 0.090  0.799
C -1.762 0.718 0.362  0.125
C -1.971 0.492 -2.119  -0.803
H -3.399 0.873 1.786  0.369
H -2.399 2.370 1.612  0.345
H 1.853 -2.423 1.631  0.262
H -2.602 -0.353 -2.431  0.291
H -1.000 0.011 -1.999  0.200
H 2.905 -1.522 -1.728  0.328
H 1.568 0.317 1.789  0.286
H 1.103 -1.738 -0.327  0.282
H -0.765 1.110 0.175  0.075
H -1.621 -0.370 0.499  0.203
H -1.824 0.888 2.450  0.317
H 2.551 0.128 -1.547  0.373
H -3.468 0.994 -0.786  0.238
H -2.001 1.277 -2.872  0.279
H 1.470 1.053 0.144  0.403
H 3.931 -0.745 -0.600  0.343
H 2.924 -1.293 1.848  0.259